24
Properties=species:S:1:pos:R:3:forces:R:3 method="wB97M-V/def2-TZVPD" homo_lumo_gap_ha="0.270 / 0.270" de_lowest_kcal_mol=37.3
C -0.13603 3.02842 0.82282 -1.10 -1.57 -1.00
C -1.16215 2.05107 0.90534 2.24 0.94 -0.42
C 0.98252 2.64383 0.06414 -1.76 1.81 1.90
C -1.00180 0.82377 0.38077 1.18 -1.94 -0.59
C 1.11269 1.37759 -0.31905 2.34 -0.04 -2.91
C -1.62808 -1.85215 -1.59053 -0.97 -1.09 2.35
C -0.51637 -1.94358 -0.52549 -1.17 2.68 0.60
C 0.52551 -0.83556 -0.50008 0.65 -2.87 1.32
N 0.14583 0.49476 -0.20292 0.95 -0.87 -0.72
O 2.84534 -0.41526 1.21530 1.03 0.37 0.16
O 0.62722 -0.45863 2.23454 -0.11 0.17 0.98
O 1.78216 -2.55793 1.79248 0.24 -1.26 0.10
S 1.69373 -1.16466 1.58279 -1.91 1.20 -2.53
Br 1.57461 -1.04683 -2.07757 0.50 0.17 -0.39
H -0.29605 4.02891 1.17865 0.09 0.17 0.16
H -2.07980 2.08447 1.32907 -2.59 1.34 1.72
H 1.69215 3.35522 -0.22709 1.13 0.80 -0.08
H -1.56176 -0.08583 0.42269 -1.37 0.45 0.53
H 1.96663 1.09924 -0.99080 -0.88 0.11 1.24
H -2.38653 -1.01112 -1.37816 1.08 -1.43 -0.79
H -2.04615 -2.91901 -1.37761 -0.26 2.06 -1.22
H -1.07961 -1.80619 -2.51539 -0.58 0.15 -0.74
H -0.91081 -1.99156 0.48209 -0.44 -0.12 0.36
H -0.14324 -2.89900 -0.70600 1.70 -1.23 -0.01

***

74
Properties=species:S:1:pos:R:3:forces:R:3 method="wB97M-V/def2-TZVPD" homo_lumo_gap_ha="0.227 / 0.169" de_lowest_kcal_mol=77.6 total_charge=+1
O 1.74704 -3.95332 1.94465 0.49 -0.87 -1.98
H 1.26549 -4.78082 1.73185 0.38 0.52 0.23
Al 0.96526 -2.34260 1.59258 0.04 0.14 -1.30
N -1.03262 -2.13349 1.44163 -1.99 0.44 0.41
N 0.50455 -2.93731 -0.29088 -0.24 -0.70 -2.60
N 0.98301 -0.50491 2.42877 1.71 3.09 -0.43
N 2.56504 -1.47878 0.86613 2.26 2.70 0.04
O -1.78468 -1.52942 2.35014 0.88 -1.18 -1.39
O -0.08422 0.15281 2.96048 0.05 -0.71 0.07
O 3.32661 -2.01124 -0.13808 -0.51 -0.02 0.11
O 1.35246 -3.16047 -1.25501 -1.45 0.12 1.53
C -0.81245 -3.17255 -0.59646 1.50 0.22 -0.27
C -1.69127 -2.68260 0.38109 0.41 0.79 1.14
C 2.11764 0.21745 2.34290 -4.02 -0.82 1.37
C 3.03312 -0.34034 1.41308 0.50 -3.51 -2.12
C -3.16324 -2.59210 0.24052 -0.10 -0.55 0.05
H -3.46279 -1.63354 -0.18763 0.11 0.12 0.04
H -3.64507 -2.70253 1.20936 0.03 0.12 0.05
H -3.52137 -3.38414 -0.41639 -0.01 0.09 0.01
C -1.20815 -3.70071 -1.92729 -0.26 -0.35 -0.01
H -0.55767 -4.51457 -2.25788 0.11 0.25 0.11
H -1.17126 -2.90727 -2.68021 0.13 0.02 0.05
H -2.22853 -4.08612 -1.91403 0.09 0.12 0.07
C 2.30835 1.52953 3.00429 0.20 0.21 0.37
C 4.35359 0.27841 1.08417 0.33 -0.13 0.00
H 1.65651 1.66567 3.86752 -0.10 -0.20 -0.20
H 2.12393 2.35973 2.31879 -0.05 -0.04 -0.16
H 3.33888 1.62823 3.35681 -0.06 -0.05 -0.13
H 5.00307 -0.45697 0.58590 -0.32 0.33 0.17
H 4.83972 0.61707 2.01704 -0.23 -0.18 -0.40
H 4.26039 1.16982 0.43600 -0.17 -0.43 0.27
H -0.89744 -0.49143 2.74426 0.80 0.49 0.61
H 2.64025 -2.49770 -0.73493 0.67 0.19 0.76
C 0.84072 -3.17758 3.42881 -1.31 0.05 3.12
H -0.24441 -3.37180 3.44810 0.35 0.57 0.20
H 1.21795 -2.20615 3.80255 -0.51 -0.38 0.07
H 1.30152 -3.91458 4.05720 0.25 -0.31 0.06
O -1.93551 -1.58494 5.61658 -0.75 -0.86 -2.24
H -1.36241 -0.84127 5.76777 0.34 0.51 -0.11
H -2.07437 -1.65525 4.61246 0.43 0.34 2.30
C -4.87836 1.15855 -0.67637 -0.09 0.02 -0.08
C -4.29402 0.86850 -1.91282 0.48 -0.16 0.12
C -2.90432 0.67253 -2.00564 -0.51 0.18 0.34
C -2.11284 0.77374 -0.85285 0.51 0.29 -0.26
C -2.70678 1.01727 0.38577 -0.27 0.12 0.11
C -4.08730 1.23170 0.47055 0.08 -0.04 0.21
Sb 0.04918 0.58493 -0.99580 0.12 -0.05 -0.39
C 0.22153 0.97323 -3.12597 0.10 -0.10 0.61
C 0.59326 -0.08832 -3.95988 -0.21 0.27 -0.21
C 0.62568 0.10642 -5.34603 0.01 0.11 -0.05
C 0.32032 1.36245 -5.89084 -0.02 -0.15 0.41
C -0.01591 2.42582 -5.04262 0.07 -0.11 0.11
C -0.05723 2.23577 -3.65456 -0.03 -0.09 -0.47
C 0.87819 2.46095 -0.26591 -0.85 -0.15 -0.26
C 2.19335 2.77568 -0.60861 0.25 0.51 0.24
C 2.76526 3.97999 -0.15935 -0.47 -0.38 -0.02
C 2.00205 4.85850 0.62018 0.51 0.14 -0.05
C 0.69013 4.54275 0.94908 -0.61 -0.08 0.16
C 0.11066 3.34829 0.49892 0.54 0.16 -0.05
H -5.95854 1.33434 -0.61029 0.49 -0.08 -0.02
H -4.90327 0.80476 -2.81401 0.10 0.02 0.25
H -2.45253 0.46541 -2.97512 -0.07 0.12 0.18
H -2.09980 1.05488 1.29839 -0.23 0.08 -0.35
H -4.53554 1.46879 1.44402 0.15 -0.16 -0.47
H 0.84965 -1.06278 -3.52959 -0.10 0.30 -0.20
H 0.89085 -0.72722 -6.00358 -0.07 0.34 0.22
H 0.34849 1.51173 -6.97192 -0.01 -0.06 0.35
H -0.25011 3.41008 -5.45771 0.11 -0.36 0.11
H -0.31301 3.07395 -3.00092 0.04 -0.28 -0.18
H 2.78091 2.11575 -1.25338 -0.19 0.13 0.17
H 3.79002 4.22365 -0.43394 -0.22 0.02 0.06
H 2.44370 5.80776 0.95578 -0.25 -0.51 -0.14
H 0.08246 5.23187 1.55279 0.37 -0.29 -0.33
H -0.93377 3.12606 0.71962 0.27 0.08 0.02